# 1
Below is the ion C9H12N3S2 with charge +1, with properties calculated with ωB97M-V with the def2-TZVPD basis set.

Output
- HOMO: -11.703 eV
- Total charge: +1
- Calculated total energy: -35660.29912 eV
- HOMO-LUMO gap: 8.15 eV
- Energy above the lowest of the compared OMol25 structures with the same formula, charge and spin: 31.95 kcal/mol

Atoms and positions in Å:
C: -2.444 -1.392 0.031
C: -2.707 0.963 -0.469
C: -1.099 -1.240 -0.294
C: -1.436 1.058 -1.067
C: -3.233 -0.207 -0.009
C: -0.627 -0.028 -0.854
C: 4.070 0.680 0.252
C: 1.861 -0.136 0.278
C: -4.648 -0.455 0.478
N: 2.700 -1.414 0.422
N: 2.792 0.952 0.474
N: 5.073 1.542 0.319
S: 4.349 -1.005 0.040
S: 1.043 0.052 -1.350
H: -2.962 -2.333 0.450
H: -3.430 1.758 -0.518
H: -0.300 -2.060 -0.238
H: -0.948 1.855 -1.515
H: 1.003 -0.270 1.099
H: -5.227 0.277 0.073
H: -5.010 -1.398 -0.115
H: -4.531 -0.497 1.619
H: 2.555 -2.239 -0.122
H: 2.438 1.728 0.969
H: 4.722 2.450 0.069
H: 5.994 1.362 -0.023



# 2
Below is the ion C9H12N4 with charge +2, with properties calculated with ωB97M-V with the def2-TZVPD basis set.

Output
- HOMO (spin up / spin down): -16.015 / -15.723 eV
- Total charge: +2
- Calculated total energy: -15462.32627 eV
- SMILES string: C[C@H]1C=C[NH+]=C(/N=N/C2=C=C2[NH3+])C1
- HOMO-LUMO gap (spin up / spin down): 6.37 / 5.93 eV
- Energy above the lowest of the compared OMol25 structures with the same formula, charge and spin: 132.03 kcal/mol

Atoms and positions in Å:
C: 2.213 -1.137 -0.645
C: 2.285 0.146 0.110
C: 2.734 1.241 -0.856
C: 1.835 2.035 -1.462
N: 0.472 1.789 -1.266
C: 0.002 1.093 -0.198
N: -1.324 1.214 -0.081
N: -2.072 0.525 0.685
C: -3.053 0.341 1.407
C: -4.004 0.412 2.918
C: -4.141 -0.428 1.906
N: -4.904 -1.348 1.219
C: 0.963 0.590 0.739
H: 1.528 -1.715 -0.160
H: 3.042 -1.863 -0.418
H: 1.872 -1.011 -1.668
H: 3.068 0.290 0.832
H: 3.835 1.530 -1.027
H: 2.167 2.489 -2.471
H: -0.187 2.013 -2.006
H: -4.481 -2.267 1.260
H: -5.038 -1.135 0.236
H: -5.891 -1.458 1.309
H: 1.044 1.407 1.565
H: 0.605 -0.307 1.207



# 3
Below is a structure of composition C9H12N4NiO3, with properties calculated with ωB97M-V with the def2-TZVPD basis set.

Output
- HOMO (spin up / spin down): -17.663 / -17.127 eV
- Total charge: +2
- Calculated total energy: -62652.61802 eV
- HOMO-LUMO gap (spin up / spin down): 9.64 / 5.78 eV
- 2S+1: 3

Atoms and positions in Å:
O: -1.892 -3.549 -3.756
C: -1.393 -2.542 -3.571
Ni: 0.053 1.283 -2.336
C: -1.549 2.073 -3.117
C: 1.493 1.092 -3.624
O: -2.596 2.643 -2.862
O: 2.656 0.825 -3.755
C: -0.294 -1.294 -0.077
N: -0.062 0.073 -0.489
C: 1.310 0.424 -0.071
N: 1.517 0.301 1.380
C: 1.290 -1.106 1.799
N: -0.093 -1.475 1.395
C: -1.028 -0.619 2.162
N: -0.794 0.789 1.739
C: -0.979 0.923 0.285
C: 0.580 1.188 2.121
H: 0.426 -1.995 -0.588
H: -1.351 -1.604 -0.298
H: 1.503 1.493 -0.376
H: 2.025 -0.264 -0.580
H: 1.416 -1.175 2.892
H: 2.028 -1.774 1.353
H: -2.066 -0.917 1.998
H: -0.843 -0.700 3.247
H: -0.803 1.984 -0.010
H: -2.042 0.625 0.050
H: 0.726 1.066 3.205
H: 0.762 2.233 1.883



# 4
Below is the ion C9H12N5 with charge +1, with properties calculated with ωB97M-V with the def2-TZVPD basis set.

Output
- HOMO (spin up / spin down): -13.992 / -13.993 eV
- Total charge: +1
- Calculated total energy: -16962.82729 eV
- HOMO-LUMO gap (spin up / spin down): 6.60 / 6.60 eV
- Energy above the lowest of the compared OMol25 structures with the same formula, charge and spin: 196.98 kcal/mol

Atoms and positions in Å:
C: -4.418 0.880 0.180
C: -2.817 -2.390 -0.082
C: -3.204 0.231 -0.073
C: -3.042 -1.071 -0.040
C: 4.243 -0.151 0.029
C: -2.202 2.575 -0.408
C: 3.066 -1.109 0.065
C: 1.737 -0.217 0.339
C: 0.562 -1.154 0.123
N: -5.381 1.340 0.549
N: -2.571 -3.498 -0.184
N: -0.873 0.679 -0.192
N: -2.073 1.146 -0.160
N: -0.601 -0.485 -0.001
H: 5.112 -0.221 0.610
H: 4.760 -0.054 -0.976
H: 3.980 0.952 0.300
H: -2.670 3.116 0.393
H: -1.206 3.001 -0.271
H: -2.949 2.714 -1.254
H: 2.933 -1.938 0.769
H: 3.068 -1.545 -0.920
H: 1.623 0.242 1.304
H: 1.775 0.589 -0.351
H: 0.388 -1.842 1.027
H: 0.760 -1.788 -0.775



# 5
Below is the ion C9H12NO2 with charge +1, with properties calculated with ωB97M-V with the def2-TZVPD basis set.

Output
- HOMO: -13.141 eV
- Total charge: +1
- Calculated total energy: -15104.21800 eV
- SMILES string: [NH3+]CCc1ccccc1C(=O)O
- HOMO-LUMO gap: 9.37 eV
- Energy above the lowest of the compared OMol25 structures with the same formula, charge and spin: 42.60 kcal/mol

Atoms and positions in Å:
N: 1.908 0.170 -1.130
C: 1.856 0.740 0.246
C: 0.891 0.068 1.205
C: -0.449 -0.410 0.621
C: -0.901 -1.775 0.617
C: -2.088 -2.089 0.031
C: -2.913 -1.172 -0.512
C: -2.559 0.139 -0.348
C: -1.283 0.585 0.068
C: -0.942 2.001 0.162
O: -0.187 2.629 0.772
O: -1.880 2.651 -0.650
H: 2.772 -0.573 -1.261
H: 2.178 0.796 -1.879
H: 0.852 0.019 -1.123
H: 2.871 0.878 0.714
H: 1.547 1.904 -0.227
H: 0.776 0.743 2.059
H: 1.352 -0.807 1.681
H: -0.153 -2.571 0.885
H: -2.537 -3.100 -0.070
H: -3.933 -1.413 -0.967
H: -3.212 0.871 -0.779
H: -1.608 3.514 -0.883



calculated total energy of number 4 (C9H12N5)? -16962.82729 eV